Record 1
The following is a quantum chemistry calculation of a structure of composition C64H50FGeN2P3ScSe2 in a non-equilibrium geometry, from the Open Molecules 2025 dataset.

Structure (XYZ):
```
124
Properties=species:S:1:pos:R:3:forces:R:3
Sc -0.27289 -0.54272 -0.88507 0.4 -0.2 -0.9
F 0.88165 -2.04258 3.64773 0.1 -0.2 0.0
Ge 0.76533 -0.92674 2.30561 -0.1 0.2 -0.3
C -0.17020 -2.34805 1.13323 0.0 -0.1 0.1
C 0.90551 -3.25317 1.13954 0.2 0.0 -0.1
C 0.78334 -4.63635 1.24087 0.0 0.1 0.0
C -0.46989 -5.19482 1.30248 -0.1 0.0 0.0
C -1.58146 -4.35879 1.19678 0.0 -0.1 0.1
C -1.46157 -2.97797 1.14423 0.0 0.2 0.0
P -2.98132 -2.18737 0.57590 0.0 -0.1 0.5
C -3.22035 -0.55863 1.25964 -0.1 -0.1 0.1
C -4.00096 0.36223 0.54958 0.0 -0.1 0.0
C -4.42117 1.52414 1.16799 -0.1 0.0 0.1
C -4.08180 1.76380 2.49647 0.0 0.0 -0.1
C -3.32408 0.84451 3.20713 0.1 0.0 0.0
C -2.89850 -0.32641 2.59859 0.0 0.0 0.0
C -4.42981 -3.19095 0.79988 -0.1 0.0 0.1
C -4.73618 -3.70008 2.06677 -0.1 0.1 -0.1
C -5.92524 -4.38234 2.24691 0.0 0.0 0.0
C -6.80373 -4.54799 1.18020 0.0 0.0 0.0
C -6.50193 -4.03454 -0.07281 0.0 0.0 0.0
C -5.31117 -3.35085 -0.27014 0.0 -0.1 0.1
C 0.11134 0.60643 3.28445 0.0 0.0 -0.1
C -0.09653 0.43230 4.65184 0.0 -0.1 0.1
C -0.19527 1.53385 5.48921 0.0 0.0 0.0
C -0.02678 2.81168 4.97263 0.0 0.0 0.0
C 0.19856 2.98684 3.61485 0.0 0.0 0.1
C 0.22640 1.88897 2.75706 0.0 0.1 -0.2
P 0.46521 2.11455 0.96308 0.0 0.0 0.3
C 1.97150 3.15151 0.96680 0.0 0.1 -0.1
C 2.00387 4.38393 0.31677 -0.1 -0.1 0.0
C 3.10217 5.21917 0.45889 0.1 0.0 0.0
C 4.17678 4.83455 1.24772 0.0 0.0 -0.1
C 4.15225 3.60623 1.89354 0.0 0.0 0.0
C 3.05706 2.76850 1.75499 0.0 0.0 0.0
C -0.80887 3.30173 0.44571 0.0 0.0 0.0
C -1.02057 3.30493 -1.03635 0.0 0.0 0.0
C -1.98622 4.34495 -1.67720 0.1 0.0 0.0
C -2.84371 5.03697 -0.66580 0.0 0.0 0.1
C -2.70074 4.84329 0.64703 -0.1 0.1 -0.1
C -1.67070 3.96971 1.21827 0.1 -0.1 0.0
C 2.62381 -0.70556 1.68368 0.0 -0.1 0.1
C 3.40610 -0.75734 2.84346 0.0 0.0 0.1
C 4.79209 -0.79503 2.80919 0.0 0.0 -0.1
C 5.42852 -0.82661 1.58105 -0.1 0.0 0.1
C 4.67121 -0.76209 0.42078 0.1 0.0 -0.1
C 3.27986 -0.66472 0.43271 -0.1 0.0 -0.2
P 2.44837 -0.39163 -1.20460 0.0 0.1 0.5
C 3.32010 -1.33123 -2.49556 -0.1 0.0 0.0
C 2.63756 -2.33191 -3.17856 0.1 -0.1 0.0
C 3.23607 -3.01608 -4.22737 0.0 0.0 0.0
C 4.52792 -2.69770 -4.61137 0.0 0.0 0.0
C 5.20606 -1.67134 -3.96296 0.0 0.0 0.0
C 4.60384 -0.98118 -2.92561 0.0 0.1 0.0
C 2.85985 1.30881 -1.71378 0.0 0.0 0.0
C 4.01585 1.97053 -1.30354 -0.1 0.0 0.0
C 4.38521 3.16089 -1.91062 0.0 0.0 0.0
C 3.59673 3.71219 -2.91238 0.0 0.0 0.0
C 2.43513 3.06874 -3.30996 -0.1 0.0 0.0
C 2.07264 1.86572 -2.72166 0.1 0.0 0.1
H 1.91902 -2.87031 1.12770 0.0 0.0 0.0
H 1.67376 -5.24951 1.28799 0.0 0.0 0.0
H -0.60713 -6.26386 1.40047 0.0 0.0 0.0
H -2.56047 -4.81601 1.15138 0.0 0.0 0.0
H -4.29194 0.16712 -0.47790 0.0 0.0 0.0
H -5.02705 2.23775 0.62481 0.0 0.0 0.0
H -4.42778 2.66655 2.98311 0.0 0.0 0.0
H -3.06785 1.03322 4.24069 0.0 0.0 0.0
H -2.34352 -1.06240 3.16926 0.0 0.0 0.0
H -4.05594 -3.56369 2.89954 0.0 0.0 0.0
H -6.17223 -4.78434 3.22020 0.0 0.0 0.0
H -7.73255 -5.08196 1.33205 0.0 0.0 0.0
H -7.19166 -4.16541 -0.89555 0.0 0.0 0.0
H -5.07520 -2.94787 -1.24804 -0.1 0.0 0.0
H -0.14390 -0.56324 5.07421 0.0 0.0 0.0
H -0.35922 1.39275 6.54948 0.0 0.0 0.0
H -0.04869 3.67042 5.63115 0.0 0.0 0.0
H 0.37901 3.97959 3.22047 0.0 0.0 0.0
H 1.16402 4.72173 -0.27691 0.0 0.0 0.0
H 3.10931 6.18176 -0.03603 0.0 0.0 0.0
H 5.02469 5.49574 1.37108 0.0 0.0 0.0
H 4.97890 3.30862 2.52668 0.0 0.0 0.0
H 3.03620 1.83195 2.29674 0.0 0.0 0.0
H -0.09371 3.20563 -1.60819 0.0 0.0 0.0
H -1.52070 5.06524 -2.35314 0.0 0.0 0.0
H -3.58767 5.73367 -1.03641 0.0 0.0 0.0
H -3.33718 5.37940 1.33990 0.0 0.0 0.0
H -1.63863 3.89040 2.29594 0.0 0.0 0.0
H 2.92954 -0.79568 3.81807 0.0 0.0 0.0
H 5.35467 -0.83225 3.73238 0.0 0.0 0.0
H 6.50580 -0.90042 1.51451 0.0 0.0 0.0
H 5.19427 -0.79467 -0.52418 0.0 0.0 0.0
H 1.61998 -2.55639 -2.90815 -0.1 0.0 0.0
H 2.68464 -3.78542 -4.75342 0.0 0.0 0.0
H 4.99853 -3.22566 -5.42978 0.0 0.0 0.0
H 6.20128 -1.39363 -4.28322 0.0 0.0 0.0
H 5.12840 -0.13783 -2.49467 0.0 0.0 0.0
H 4.63589 1.56521 -0.51589 0.0 0.0 0.0
H 5.29438 3.65921 -1.60083 0.0 0.0 0.0
H 3.89472 4.63811 -3.38687 0.0 0.0 0.0
H 1.82546 3.48236 -4.10351 0.0 0.0 0.0
H 1.20762 1.32853 -3.09338 0.0 0.0 0.0
Se -0.60064 -0.87522 -3.56603 0.7 0.0 -0.5
Se -2.59015 -1.82207 -1.60180 -0.1 -0.2 0.0
C -1.63261 -3.48114 -1.88435 0.2 0.1 0.0
C -2.27022 -4.63891 -2.26851 -0.1 0.0 0.0
C -1.47711 -5.76527 -2.47233 0.0 0.0 0.0
C -0.11554 -5.66700 -2.25964 0.0 0.0 0.0
C 0.42113 -4.44390 -1.87025 0.0 0.0 -0.1
N -0.31626 -3.34631 -1.70952 -0.4 0.0 0.2
C -1.33689 0.77970 -3.15939 0.0 0.0 0.3
C -1.69791 1.77008 -4.16012 0.0 0.1 -0.1
C -2.31771 2.90334 -3.81103 0.0 -0.1 0.0
C -2.71797 3.16626 -2.40204 0.0 0.0 0.0
C -2.02463 2.20874 -1.40969 0.0 0.1 0.0
N -1.45730 0.95537 -1.87125 -0.2 0.4 0.1
H -3.34176 -4.66604 -2.41361 0.0 0.0 0.0
H -1.92462 -6.69768 -2.79074 0.0 0.0 0.0
H 0.53676 -6.51782 -2.40124 0.0 0.0 0.0
H 1.48662 -4.33545 -1.70909 0.0 0.0 0.0
H -1.44770 1.54237 -5.18754 0.0 0.0 0.0
H -2.58478 3.63432 -4.56712 0.0 0.0 0.0
H -3.80887 3.21340 -2.34054 0.0 0.0 0.0
H -2.66518 2.00994 -0.55381 0.1 0.0 -0.1
```
Forces are in eV/Å.

Calculated values
HOMO energy in eV: -14.87
Calculated total energy in hartree: -11342.01466
LUMO in eV: -8.14
Total charge: +3
Max |F| in eV/A: 1.0

---

Record 2
The following is a quantum chemistry calculation of a structure of composition C64H56Cl2F3N4O3P2STi in a non-equilibrium geometry, from the Open Molecules 2025 dataset.

Structure (XYZ):
```
136
Properties=species:S:1:pos:R:3:forces:R:3
Ti -0.71065 0.14205 0.06499 0.6 -1.4 -0.1
O -0.35041 0.85132 1.80135 -0.1 0.2 0.5
S 1.07841 1.24410 2.35571 -0.1 0.3 0.3
C 1.06032 2.98971 2.33796 0.2 -0.1 -0.1
C 0.34720 3.76062 3.24123 -0.1 -0.1 0.0
C 0.53342 5.14382 3.33839 -0.1 0.1 0.1
C 1.48503 5.73419 2.53650 0.0 -0.1 -0.1
C 1.99034 7.15187 2.45574 0.0 0.0 -0.1
C 3.00618 7.15192 1.27960 0.0 -0.1 0.0
C 3.01024 5.72972 0.77368 0.0 0.1 0.0
C 3.67117 5.11549 -0.25252 0.0 0.0 -0.1
C 3.37338 3.76652 -0.53765 -0.1 -0.1 0.1
C 2.49564 2.99143 0.20769 -0.2 0.0 0.1
P 1.89435 1.37703 -0.46424 0.7 -0.1 -0.4
C 3.16091 0.14325 0.00238 -0.1 0.1 0.0
C 3.04873 -1.14765 -0.51509 0.1 0.1 0.0
C 4.05944 -2.07399 -0.30412 0.0 0.0 -0.1
C 5.17818 -1.72507 0.43951 0.0 0.0 0.0
C 5.28427 -0.44927 0.97715 0.0 0.0 0.0
C 4.28014 0.48518 0.75724 0.0 0.0 0.0
C 2.27489 1.60947 -2.24285 -0.2 0.1 0.1
C 3.41902 1.10240 -2.85165 0.0 0.1 0.0
C 3.66458 1.36390 -4.19665 0.0 0.1 0.0
C 2.77206 2.12013 -4.94020 0.1 0.0 0.0
C 1.63132 2.63532 -4.33422 0.0 0.0 0.0
C 1.38881 2.38196 -2.99453 0.1 0.1 0.0
C 1.90795 3.58836 1.36004 0.1 0.0 0.0
C 2.13379 4.95753 1.55715 0.0 0.0 0.1
C 1.03781 0.76388 4.05580 0.0 -0.2 -0.1
C 1.47650 1.65158 5.01884 0.0 0.0 0.0
C 1.52857 1.33504 6.38369 0.1 0.1 0.1
C 1.17197 0.07416 6.75910 0.0 -0.1 0.0
C 1.08799 -0.55603 8.12296 0.0 0.0 -0.1
C 0.84372 -2.05815 7.84525 0.0 0.0 0.0
C 0.65572 -2.14302 6.35424 0.0 0.0 0.0
C 0.38101 -3.20827 5.54552 0.0 -0.1 0.1
C 0.30408 -2.98193 4.16839 0.0 0.0 0.0
C 0.47486 -1.74965 3.55218 0.2 0.4 -0.2
P 0.18648 -1.89212 1.71951 -0.7 -0.7 0.1
C -1.48943 -2.67325 1.90829 0.0 0.1 0.0
C -2.50116 -1.85155 2.41650 0.0 -0.1 0.0
C -3.76943 -2.35818 2.65754 0.0 0.0 0.0
C -4.04505 -3.69587 2.39552 0.0 0.0 0.0
C -3.04615 -4.52079 1.90091 0.0 0.0 0.0
C -1.77120 -4.01479 1.65806 0.0 0.0 0.0
C 1.26202 -3.25133 1.17264 0.1 0.2 -0.1
C 1.02075 -3.81034 -0.08404 0.0 0.0 0.0
C 1.79065 -4.86684 -0.54272 0.0 0.0 0.0
C 2.82840 -5.35729 0.24234 0.0 0.0 0.1
C 3.10794 -4.76737 1.46666 0.0 -0.1 0.0
C 2.33383 -3.71133 1.93032 0.0 -0.1 0.0
C 0.76601 -0.61290 4.37683 0.0 -0.1 0.0
C 0.84455 -0.87904 5.76533 0.0 0.1 0.0
H -0.35888 3.28248 3.90959 0.1 0.0 0.0
H -0.03691 5.71306 4.06235 0.0 0.0 0.0
H 1.16863 7.84822 2.28268 0.0 0.0 0.0
H 2.45728 7.44734 3.39575 0.0 0.0 0.0
H 2.71483 7.84828 0.49333 0.0 0.0 0.0
H 4.00461 7.44803 1.60355 0.0 0.0 0.0
H 4.37025 5.64973 -0.88446 0.0 0.0 0.0
H 3.84382 3.32627 -1.40552 0.0 0.0 -0.1
H 2.18680 -1.41154 -1.11383 0.0 0.0 0.0
H 3.97678 -3.06992 -0.72595 0.0 0.1 0.0
H 5.97033 -2.44697 0.59956 0.0 0.0 0.0
H 6.15974 -0.17329 1.55105 0.0 0.0 0.0
H 4.37901 1.48708 1.15858 0.0 0.0 0.0
H 4.13161 0.51679 -2.28599 0.0 0.0 0.0
H 4.56287 0.97592 -4.66137 0.0 0.0 0.0
H 2.96433 2.31270 -5.98872 0.0 0.0 0.0
H 0.93346 3.23201 -4.90984 0.0 0.0 0.0
H 0.50016 2.78515 -2.52140 0.0 0.0 0.0
H 1.81193 2.63290 4.72821 0.0 0.1 -0.1
H 1.85512 2.08171 7.09687 0.0 0.0 0.0
H 1.98687 -0.37694 8.71186 0.0 0.0 0.0
H 0.25559 -0.11690 8.67575 0.0 0.0 0.0
H 1.69419 -2.66609 8.15541 0.0 0.0 0.0
H -0.02377 -2.44560 8.37965 0.0 0.0 0.0
H 0.22842 -4.20628 5.93761 0.0 0.0 0.0
H 0.10183 -3.84543 3.55023 -0.1 0.0 0.0
H -2.28438 -0.82100 2.67087 0.0 0.1 0.0
H -4.53814 -1.71689 3.07209 0.0 0.0 0.0
H -5.03101 -4.09772 2.59675 0.1 0.0 0.0
H -3.24764 -5.56919 1.71618 0.0 0.0 0.0
H -0.99719 -4.68225 1.30246 0.0 0.0 0.0
H 0.23045 -3.40789 -0.70778 0.0 0.0 0.0
H 1.58460 -5.31099 -1.50881 0.0 0.0 0.0
H 3.42654 -6.18802 -0.10977 0.0 0.0 0.0
H 3.93329 -5.13132 2.06586 0.0 0.0 0.0
H 2.57197 -3.25490 2.88219 0.0 0.0 0.0
N -1.97477 -1.95430 -0.98236 -0.3 0.2 0.3
C -3.28154 -1.41659 -1.40586 0.2 -0.1 0.2
C -4.37703 -2.48622 -1.26091 -0.1 0.1 -0.1
C -5.84468 -2.14205 -1.54566 0.2 0.2 -0.1
C -6.15165 -1.67543 -2.98160 0.0 0.0 0.2
N -6.17817 -0.22021 -3.15650 0.1 -0.1 0.0
C -7.16505 0.56232 -2.73715 -0.1 0.1 0.0
N -8.29324 0.04056 -2.25911 0.1 0.1 0.0
N -7.04134 1.88887 -2.82148 0.0 -0.2 0.0
C -3.54838 -0.12407 -0.63889 0.0 -0.3 -0.4
O -4.57884 0.48055 -0.70659 0.0 0.1 0.1
O -2.48919 0.30890 0.05151 -0.7 0.6 0.3
H -1.51687 -2.40907 -1.76213 0.2 0.1 0.0
H -2.13185 -2.65352 -0.26094 0.0 -0.1 0.0
H -3.19073 -1.10761 -2.45071 0.0 0.1 -0.1
H -4.32219 -2.86081 -0.23715 0.0 -0.1 0.1
H -4.08573 -3.30861 -1.92063 0.0 -0.1 0.1
H -6.19678 -1.39158 -0.83805 -0.1 0.0 0.0
H -6.40819 -3.05838 -1.36022 0.0 0.0 0.0
H -7.11371 -2.06862 -3.31177 0.0 0.0 -0.1
H -5.41489 -2.06606 -3.68194 0.0 0.0 -0.1
H -5.31276 0.23889 -3.38220 0.0 0.0 0.0
H -8.42345 -0.95258 -2.19087 0.0 0.0 0.0
H -9.06938 0.63038 -2.01162 0.0 0.0 0.0
H -6.19585 2.30754 -3.16664 0.0 0.0 0.0
H -7.78243 2.50165 -2.53046 0.0 0.0 0.0
Cl -2.54244 2.59759 -2.52139 0.1 0.0 0.1
C -2.06918 3.77074 -1.28443 0.1 -0.1 0.0
Cl -1.17322 3.03847 0.09052 -0.3 0.3 -0.5
H -2.95880 4.23159 -0.88146 -0.1 0.0 0.1
H -1.41659 4.49354 -1.75372 0.1 0.1 0.0
F 1.34499 0.29178 -9.11920 0.0 0.0 0.0
C 1.82373 -0.74464 -8.41581 0.0 0.0 0.0
F 1.39644 -1.86929 -9.00495 0.0 0.0 0.0
F 3.16034 -0.72024 -8.49945 0.0 0.0 0.0
C 1.36629 -0.68087 -6.98042 0.1 0.0 0.1
C 2.16015 -1.22226 -5.97952 0.0 -0.1 0.0
C 1.74378 -1.15926 -4.66098 0.0 -0.1 0.0
C 0.52654 -0.55507 -4.34522 0.0 0.0 0.0
C -0.27104 -0.02507 -5.36241 -0.1 0.0 0.0
C 0.14948 -0.08646 -6.67670 0.0 0.0 0.0
C 0.12966 -0.41088 -2.98019 0.0 -0.1 -0.1
C -0.15249 -0.22329 -1.80854 0.3 0.2 -0.2
H 3.11012 -1.67607 -6.23087 0.0 0.0 0.0
H 2.37041 -1.56050 -3.87365 0.0 0.0 0.0
H -1.20977 0.45446 -5.11232 0.0 0.0 0.0
H -0.45620 0.33732 -7.46661 0.0 0.0 0.0
```
Forces are in eV/Å.

Calculated values
HOMO energy in eV: -14.33
Calculated total energy in hartree: -6066.82727
Energy relative to the best compared isomer or geometry (same formula, charge and spin) in eV: 0.000
LUMO in eV: -7.89
Total charge: +3
Max |F| in eV/A: 1.5